Record 1
The following is a quantum chemistry calculation of CH3BBr2O2 as an isolated structure at a distorted geometry, from OMol25.

Positions of all 9 atoms, in Å:
B 0.3421 -0.0498 0.1769
C 1.8604 -0.0133 -0.4315
O -0.2025 1.1807 0.2333
O -0.3143 -1.1936 0.5520
Br 2.8854 1.5986 0.0609
Br 2.8978 -1.5879 0.0026
H 1.6980 -0.1617 -1.5629
H -1.0508 1.3700 0.4655
H -1.1719 -1.2001 1.0654

The value obtained for the energy relative to the best compared isomer or geometry (same formula, charge and spin) is 7.02 kcal/mol.

=====

Record 2
The following is a quantum chemistry calculation of a single CH3BCl2O2 molecule at a distorted geometry, from OMol25.

Positions of all 9 atoms, in Å:
O -0.5441 0.7728 -0.1352
B 0.1095 -0.3687 0.0749
O 0.7609 -0.9150 -0.9543
C 0.0752 -0.9363 1.6412
Cl -0.8775 -2.3265 1.7614
Cl 1.7055 -1.3634 2.4314
H -0.7357 1.1518 -1.0625
H 0.8671 -0.3833 -1.7620
H -0.3031 -0.2227 2.3324

The value obtained for the energy relative to the best compared isomer or geometry (same formula, charge and spin) is 11.69 kcal/mol. Its SMILES is OB(O)C(Cl)Cl.